A molecular structure, C35H50BBr2F4NO4PPtS3Si2Te, computed with ωB97M-V with the def2-TZVPD basis set.

CARTESIAN COORDINATES (ANGSTROEM)
Pt  0.417  0.106  0.030
Br  4.022  -2.875  2.578
C  2.924  -3.304  1.120
C  3.191  -4.456  0.401
C  2.418  -4.795  -0.692
Br  2.861  -6.353  -1.651
C  1.327  -3.981  -1.114
C  0.489  -4.261  -2.211
C  -0.509  -3.382  -2.539
C  -0.685  -2.230  -1.766
N  0.082  -1.960  -0.730
C  1.079  -2.796  -0.395
C  1.889  -2.404  0.747
O  1.658  -1.318  1.345
H  4.026  -5.075  0.696
H  0.642  -5.166  -2.783
H  -1.168  -3.563  -3.375
H  -1.464  -1.519  -2.007
F  0.790  2.452  0.482
B  0.036  3.230  1.419
F  -0.151  4.500  0.995
F  0.722  3.157  2.663
F  -1.213  2.557  1.621
O  -1.299  1.031  -1.079
S  -2.658  1.155  -0.406
C  -3.318  2.708  -1.002
C  -2.854  3.234  -2.195
C  -3.339  4.462  -2.615
C  -4.261  5.148  -1.835
C  -4.715  4.608  -0.640
C  -4.238  3.379  -0.212
C  -3.711  0.065  -1.387
C  -4.762  -0.561  -0.733
C  -5.569  -1.448  -1.429
C  -5.321  -1.697  -2.771
C  -4.263  -1.068  -3.416
C  -3.446  -0.185  -2.725
H  -2.108  2.698  -2.768
H  -2.988  4.887  -3.545
H  -4.607  6.123  -2.152
H  -5.429  5.152  -0.038
H  -4.563  2.954  0.729
H  -4.947  -0.345  0.310
H  -6.386  -1.950  -0.928
H  -5.954  -2.384  -3.317
H  -4.076  -1.269  -4.463
H  -2.618  0.312  -3.217
C  -2.489  1.435  5.517
Si  -2.669  -0.284  4.764
C  -3.563  -0.120  3.116
C  -3.531  -1.480  5.938
C  -0.966  -1.051  4.289
Te  0.177  0.406  3.240
C  0.982  1.130  5.061
Si  2.639  0.211  5.422
C  3.285  0.954  7.030
C  3.759  0.596  3.960
C  2.285  -1.626  5.695
H  -3.473  1.879  5.676
H  -1.940  2.095  4.839
H  -1.981  1.435  6.482
H  -4.414  0.559  3.186
H  -3.924  -1.088  2.765
H  -2.875  0.284  2.376
H  -4.537  -1.125  6.167
H  -2.996  -1.577  6.884
H  -3.625  -2.477  5.505
H  -1.105  -1.920  3.646
H  -0.403  -1.339  5.174
H  0.238  0.954  5.834
H  1.170  2.195  4.941
H  3.532  2.009  6.913
H  4.191  0.435  7.347
H  2.556  0.866  7.837
H  3.954  1.668  3.906
H  3.292  0.295  3.019
H  4.720  0.086  4.034
H  1.560  -1.775  6.498
H  3.199  -2.146  5.987
H  1.908  -2.115  4.796
C  4.852  2.185  -4.865
C  3.436  2.722  -4.761
C  2.647  2.524  -6.042
O  2.770  2.128  -3.610
P  2.017  0.765  -3.449
S  0.126  0.823  -4.030
S  2.396  0.193  -1.517
O  2.874  -0.234  -4.359
C  2.611  -1.650  -4.456
C  1.661  -1.934  -5.607
C  3.954  -2.333  -4.636
H  5.382  2.732  -5.646
H  4.834  1.126  -5.115
H  5.384  2.320  -3.923
H  3.466  3.780  -4.498
H  2.640  1.470  -6.319
H  3.117  3.089  -6.847
H  1.621  2.867  -5.926
H  2.164  -1.980  -3.510
H  2.071  -1.549  -6.541
H  0.695  -1.467  -5.431
H  1.519  -3.012  -5.709
H  4.422  -2.002  -5.563
H  3.818  -3.414  -4.677
H  4.618  -2.095  -3.806

As for the total energy: -9794.0491 Eh. As for the spin multiplicity: 5. The calculation puts the LUMO energy (spin up / spin down) at -3.62 / -5.89 eV. Its energy above the lowest of the compared OMol25 structures with the same formula, charge and spin is 38.4 kcal/mol. The charge is +1. The expectation value of S² is 6.0452.



A molecular structure, C35H50GeN8OSSeSiV, computed with ωB97M-V with the def2-TZVPD basis set.

CARTESIAN COORDINATES (ANGSTROEM)
V  -1.756  -0.934  -0.306
C  -2.066  0.891  3.156
C  -3.168  0.629  2.177
C  -4.465  0.782  2.648
C  -5.548  0.510  1.805
C  -5.336  0.184  0.485
C  -3.969  -0.100  0.092
N  -2.949  0.263  0.885
N  -3.560  -0.828  -1.001
Si  -4.438  -2.006  -2.054
C  -5.019  -3.381  -0.882
C  -5.983  -1.223  -2.764
C  -3.193  -2.411  -3.327
H  -2.558  1.176  4.098
H  -1.447  1.754  2.776
H  -1.410  0.033  3.390
H  -4.665  0.972  3.677
H  -6.527  0.385  2.294
H  -6.149  -0.020  -0.245
H  -4.972  -4.356  -1.391
H  -6.030  -3.141  -0.510
H  -4.388  -3.509  0.032
H  -6.955  -1.626  -2.361
H  -6.058  -1.310  -3.823
H  -5.959  -0.132  -2.530
H  -3.615  -3.060  -4.094
H  -2.258  -2.983  -3.012
H  -2.761  -1.537  -3.812
O  1.690  -0.535  0.753
C  2.329  -0.478  -0.343
C  3.460  0.371  -0.483
C  4.277  0.407  -1.581
C  4.019  -0.467  -2.699
C  2.955  -1.396  -2.570
C  2.091  -1.369  -1.487
C  1.074  -2.444  -1.341
N  -0.231  -2.428  -0.940
C  -0.633  -3.772  -0.870
C  0.416  -4.603  -1.125
N  1.484  -3.747  -1.486
H  3.668  0.971  0.393
H  5.129  1.115  -1.749
H  4.556  -0.494  -3.603
H  2.807  -2.173  -3.302
H  -1.674  -3.987  -0.696
H  0.515  -5.630  -0.966
H  2.359  -4.011  -1.865
N  -1.667  3.550  -4.542
C  -1.465  2.585  -3.565
C  -0.809  1.355  -3.738
C  -0.644  0.462  -2.704
N  -0.961  0.750  -1.402
C  -1.515  2.013  -1.192
C  -1.892  2.897  -2.229
H  -1.697  3.248  -5.514
H  -2.355  4.256  -4.244
H  -0.379  1.079  -4.732
H  -0.157  -0.529  -2.890
H  -1.648  2.271  -0.173
H  -2.556  3.772  -2.004
N  0.397  -2.195  2.411
C  -0.672  -2.947  2.408
S  -2.125  -2.740  1.429
N  -0.672  -4.031  3.257
C  0.436  -4.579  3.972
C  0.460  -4.851  5.341
C  1.559  -5.325  6.008
C  2.734  -5.543  5.255
C  2.784  -5.388  3.885
C  1.610  -4.863  3.234
H  0.732  -1.530  1.698
H  1.139  -2.428  3.041
H  -1.533  -4.545  3.319
H  -0.444  -4.662  5.942
H  1.564  -5.503  7.068
H  3.686  -5.797  5.814
H  3.628  -5.594  3.254
H  1.639  -4.628  2.198
C  5.319  4.773  -0.585
Ge  3.599  5.794  -0.639
C  2.521  5.448  -2.280
C  4.326  7.636  -0.673
C  2.619  5.358  1.022
Se  2.076  3.512  1.300
C  3.526  2.920  2.517
H  5.753  4.812  -1.567
H  5.182  3.733  -0.289
H  6.108  5.169  0.056
H  3.259  5.136  -3.048
H  2.014  6.267  -2.675
H  1.835  4.635  -2.083
H  5.282  7.578  -1.217
H  4.426  8.059  0.284
H  3.691  8.274  -1.289
H  1.767  6.027  1.051
H  3.283  5.529  1.902
H  4.319  2.418  1.956
H  3.026  2.187  3.183
H  3.803  3.826  3.032

As for the total energy: -7986.9079 Eh. As for the spin multiplicity: 3. The calculation puts the LUMO energy (spin up / spin down) at -3.25 / -2.39 eV. Its energy above the lowest of the compared OMol25 structures with the same formula, charge and spin is 41.0 kcal/mol. The charge is +1. The expectation value of S² is 2.0254.